No. 1
This record from the Open Molecules 2025 dataset describes a molecular structure, C45H39CaCl2N5O10PSe2Te. The level of theory is ωB97M-V with the def2-TZVPD basis set.

Calculated values
orbital gap (spin up / spin down)	4.78 / 6.73	eV
2S+1	2
HOMO energy (spin up / spin down)	-1.291 / -3.238	eV
energy above the lowest of the compared OMol25 structures with the same formula, charge and spin	1.1261	eV
total charge	-2
LUMO (spin up / spin down)	3.493 / 3.493	eV

Geometry as XYZ:
```
106
Properties=species:S:1:pos:R:3:mulliken_charge:R:1
Ca 0.39 0.20 0.22 0.84
Se 1.42 -1.15 -2.35 -0.30
P 0.20 -1.07 -4.13 0.87
Se -1.26 0.45 -4.48 -0.39
C 1.38 -1.16 -5.55 0.16
C 1.35 -0.22 -6.57 -0.23
C 2.26 -0.32 -7.62 -0.55
C 3.17 -1.35 -7.66 -0.36
C 3.20 -2.30 -6.64 -0.64
C 2.31 -2.20 -5.59 -0.55
C -0.63 -2.70 -4.32 0.40
C -1.30 -2.97 -5.52 -0.84
C -1.93 -4.19 -5.70 -0.51
C -1.92 -5.14 -4.69 -0.61
C -1.27 -4.87 -3.50 -0.33
C -0.62 -3.65 -3.32 0.09
H 0.62 0.58 -6.52 0.24
H 2.24 0.42 -8.41 0.36
H 3.88 -1.43 -8.49 0.35
H 3.92 -3.11 -6.67 0.37
H 2.34 -2.92 -4.78 0.37
H -1.32 -2.21 -6.29 0.44
H -2.44 -4.39 -6.64 0.40
H -2.43 -6.09 -4.83 0.37
H -1.26 -5.60 -2.70 0.32
H -0.09 -3.44 -2.39 -0.01
C -0.29 3.40 3.38 -1.08
C -1.61 3.18 2.81 0.70
N -2.64 2.98 2.33 -0.46
H -0.22 2.92 4.35 0.28
H -0.11 4.47 3.48 0.47
H 0.46 2.95 2.71 0.09
Cl -1.31 -3.11 2.03 -0.12
C 0.18 -3.93 1.53 -0.08
Cl -0.09 -4.78 -0.03 -0.17
C 1.41 -2.98 1.38 0.09
O 2.47 -3.52 1.67 -0.71
O 1.17 -1.82 0.95 -0.54
H 0.40 -4.70 2.26 0.44
O 1.64 -0.27 7.80 -0.67
N 0.46 -0.40 7.49 1.04
O -0.42 -0.68 8.29 -0.69
C 0.10 -0.20 6.10 -0.91
C -1.22 -0.32 5.74 -0.29
C -1.57 -0.17 4.40 -0.04
C -0.62 0.13 3.35 0.73
O -0.94 0.22 2.14 1.34
C 0.75 0.36 3.84 -1.52
C 1.09 0.14 5.17 -0.60
N 1.77 0.83 3.01 1.20
O 1.50 1.39 1.85 -1.07
O 2.94 0.90 3.46 -0.85
N -2.96 -0.35 4.12 0.88
O -3.33 -0.67 2.99 -0.44
O -3.76 -0.21 5.04 -0.73
H -1.97 -0.56 6.47 0.64
H 2.11 0.27 5.47 0.65
C -5.08 -2.02 -5.54 -1.72
C -4.73 -1.40 -4.21 0.67
C -4.97 -0.06 -3.96 -0.94
C -4.59 0.55 -2.77 0.77
C -4.82 2.03 -2.65 -1.53
C -3.98 -0.23 -1.79 0.47
Te -3.33 0.49 0.10 -0.44
N -1.70 1.33 -0.47 0.74
C -1.06 2.39 -0.97 0.96
O 0.18 2.33 -1.04 -0.84
C -1.74 3.63 -1.46 -0.60
C -2.36 4.53 -0.60 0.25
C -2.96 5.68 -1.09 -0.34
C -2.94 5.94 -2.46 -0.49
C -2.30 5.06 -3.32 -0.77
C -1.68 3.92 -2.82 -0.36
C -5.11 1.61 0.49 0.83
C -5.21 2.99 0.52 -0.15
C -6.41 3.60 0.82 -0.80
C -7.52 2.83 1.11 -0.82
C -7.42 1.44 1.10 -0.92
C -6.21 0.81 0.80 0.66
C -6.14 -0.70 0.84 -1.29
C -3.70 -1.59 -2.03 1.09
C -2.96 -2.45 -1.03 -1.71
C -4.08 -2.15 -3.24 -0.49
H -5.78 -1.39 -6.09 0.41
H -5.53 -3.01 -5.41 0.37
H -4.18 -2.13 -6.14 0.20
H -5.43 0.54 -4.73 0.32
H -4.83 2.49 -3.64 0.46
H -4.03 2.53 -2.08 -0.13
H -5.77 2.25 -2.16 0.35
H -2.36 4.32 0.47 0.38
H -3.44 6.37 -0.41 0.41
H -3.42 6.83 -2.85 0.36
H -2.27 5.26 -4.38 0.42
H -1.17 3.23 -3.48 0.63
H -4.35 3.60 0.29 0.31
H -6.48 4.68 0.84 0.46
H -8.47 3.29 1.35 0.36
H -8.28 0.83 1.35 0.39
H -7.10 -1.11 1.13 0.52
H -5.40 -1.03 1.58 0.19
H -5.87 -1.11 -0.13 0.23
H -3.39 -2.42 -0.03 0.42
H -1.91 -2.14 -0.94 0.19
H -2.94 -3.49 -1.36 0.37
H -3.84 -3.19 -3.43 0.28
```



No. 2
This record from the Open Molecules 2025 dataset describes a molecular structure, C45H39GeNOP2PtS. The level of theory is ωB97M-V with the def2-TZVPD basis set.

Calculated values
orbital gap	4.75	eV
HOMO energy	-0.440	eV
energy above the lowest of the compared OMol25 structures with the same formula, charge and spin	0.3947	eV
total charge	-2
LUMO	4.306	eV

Geometry as XYZ:
```
91
Properties=species:S:1:pos:R:3:mulliken_charge:R:1
Pt 0.35 -0.53 -1.22 1.96
C -2.91 0.30 -2.24 -1.48
C -2.86 -1.14 -1.72 -1.73
P -1.15 -1.85 -1.90 1.20
C -1.30 -2.29 -3.73 0.09
C -0.29 -1.83 -4.56 -0.59
C -0.34 -2.07 -5.93 -0.55
C -1.40 -2.78 -6.48 -0.35
C -2.42 -3.24 -5.65 -0.75
C -2.36 -3.00 -4.29 -0.14
C -1.45 -3.52 -1.17 0.22
C -1.05 -4.71 -1.78 -0.63
C -1.21 -5.93 -1.14 -0.55
C -1.78 -5.99 0.13 -0.47
C -2.17 -4.81 0.75 -0.64
C -2.00 -3.59 0.12 -0.32
P -1.60 1.35 -1.44 0.38
C -2.05 1.20 0.34 0.19
C -3.37 1.31 0.73 0.19
C -3.79 1.04 2.03 -0.99
C -2.81 0.66 2.94 -0.88
C -1.48 0.59 2.58 -0.55
C -1.02 0.87 1.28 0.81
C -2.36 3.03 -1.71 0.30
C -2.13 4.07 -0.80 -0.54
C -2.54 5.36 -1.07 -0.60
C -3.21 5.66 -2.25 -0.43
C -3.45 4.65 -3.16 -0.60
C -3.02 3.36 -2.90 -0.53
H -3.90 0.73 -2.07 0.65
H -2.72 0.29 -3.32 0.60
H -3.61 -1.76 -2.21 0.66
H -3.08 -1.12 -0.64 0.59
H 0.53 -1.28 -4.10 0.26
H 0.46 -1.70 -6.56 0.39
H -1.43 -2.96 -7.54 0.34
H -3.25 -3.80 -6.07 0.36
H -3.15 -3.38 -3.65 0.31
H -0.59 -4.68 -2.76 0.40
H -0.89 -6.84 -1.63 0.37
H -1.91 -6.94 0.63 0.34
H -2.60 -4.83 1.75 0.40
H -2.26 -2.68 0.64 0.25
H -4.11 1.59 -0.01 0.23
H -4.83 1.12 2.31 0.37
H -3.09 0.44 3.97 0.37
H -0.76 0.32 3.35 0.24
H 0.61 1.56 0.12 0.85
H -1.62 3.85 0.13 0.34
H -2.34 6.14 -0.34 0.37
H -3.53 6.68 -2.45 0.34
H -3.96 4.87 -4.09 0.37
H -3.20 2.58 -3.64 0.24
C 0.36 0.79 0.86 -2.42
Ge 1.88 0.75 1.98 1.49
C 2.63 2.57 2.13 0.06
C 3.25 3.07 0.98 -0.37
C 3.63 4.40 0.90 -0.84
C 3.38 5.27 1.95 -0.33
C 2.74 4.79 3.09 -0.74
C 2.37 3.46 3.17 -0.38
C 1.70 -0.08 3.77 -0.03
C 2.23 0.47 4.94 -0.48
C 2.14 -0.20 6.16 -0.69
C 1.53 -1.44 6.22 -0.45
C 1.01 -2.01 5.07 -0.75
C 1.10 -1.33 3.86 0.00
C 3.32 -0.37 1.24 0.53
C 4.67 -0.05 1.35 -0.09
C 5.65 -0.89 0.85 -0.67
C 5.30 -2.08 0.24 -0.46
C 3.96 -2.43 0.14 -0.79
C 2.98 -1.58 0.63 -0.52
H 3.43 2.43 0.12 0.39
H 4.10 4.76 -0.01 0.46
H 3.66 6.31 1.88 0.34
H 2.52 5.46 3.91 0.36
H 1.84 3.12 4.05 0.29
H 2.75 1.42 4.91 0.24
H 2.56 0.25 7.05 0.38
H 1.45 -1.97 7.17 0.35
H 0.53 -2.98 5.10 0.40
H 0.68 -1.79 2.97 0.54
H 4.96 0.89 1.81 0.27
H 6.69 -0.59 0.91 0.37
H 6.06 -2.73 -0.17 0.34
H 3.67 -3.34 -0.37 0.40
H 1.93 -1.82 0.46 0.17
O 4.06 2.05 -2.48 -0.62
S 3.41 0.72 -2.62 -0.06
N 2.28 0.32 -1.80 -0.34
```



No. 3
This record from the Open Molecules 2025 dataset describes a molecular structure, C45H40AuN5Sb2Se. The level of theory is ωB97M-V with the def2-TZVPD basis set.

Calculated values
orbital gap (spin up / spin down)	6.01 / 3.93	eV
2S+1	3
HOMO energy (spin up / spin down)	-12.112 / -12.168	eV
energy above the lowest of the compared OMol25 structures with the same formula, charge and spin	0.0000	eV
total charge	+2
LUMO (spin up / spin down)	-6.097 / -8.240	eV

Geometry as XYZ:
```
94
Properties=species:S:1:pos:R:3:mulliken_charge:R:1
Au 0.05 -1.87 -1.21 0.69
C -2.72 1.00 1.07 -2.18
C -1.66 0.74 2.13 0.63
C -1.34 -0.75 2.19 -0.02
Sb -0.12 -1.29 3.88 1.09
C 1.83 -1.20 3.19 0.30
C 2.14 -1.79 1.96 -0.28
C 3.45 -1.80 1.53 -0.53
C 4.45 -1.24 2.32 -0.68
C 4.14 -0.66 3.55 -0.74
C 2.84 -0.66 4.00 -0.54
C -0.23 0.29 5.25 0.04
C -0.95 0.14 6.44 -0.75
C -1.02 1.19 7.34 -0.61
C -0.38 2.38 7.06 -0.50
C 0.35 2.53 5.88 -0.76
C 0.43 1.49 4.98 0.25
Sb -1.96 0.59 -0.91 0.93
C -0.65 2.25 -1.15 0.30
C -0.76 3.41 -0.38 -0.61
C 0.09 4.48 -0.60 -0.65
C 1.05 4.42 -1.60 -0.86
C 1.16 3.28 -2.38 -0.70
C 0.31 2.20 -2.16 0.08
C -3.59 1.32 -2.05 0.50
C -3.37 2.15 -3.15 -0.32
C -4.45 2.67 -3.86 -0.65
C -5.75 2.37 -3.47 -0.50
C -5.97 1.54 -2.39 -0.62
C -4.90 1.01 -1.68 -0.49
H -3.06 2.04 1.10 0.58
H -3.61 0.38 1.20 0.66
H -2.02 1.10 3.10 0.68
H -0.75 1.32 1.93 -0.49
H -0.81 -1.13 1.31 -0.57
H -2.26 -1.34 2.28 0.64
H 1.38 -2.23 1.34 0.47
H 3.70 -2.25 0.58 0.50
H 5.48 -1.25 1.98 0.45
H 4.92 -0.24 4.16 0.46
H 2.61 -0.25 4.98 0.56
H -1.46 -0.79 6.66 0.40
H -1.58 1.07 8.26 0.42
H -0.43 3.20 7.77 0.42
H 0.85 3.46 5.67 0.44
H 1.01 1.61 4.07 0.50
H -1.51 3.49 0.40 0.32
H 0.00 5.38 0.00 0.45
H 1.71 5.25 -1.77 0.44
H 1.89 3.23 -3.17 0.48
H 0.40 1.31 -2.78 0.47
H -2.36 2.40 -3.45 0.33
H -4.27 3.31 -4.70 0.41
H -6.58 2.77 -4.03 0.39
H -6.99 1.31 -2.09 0.41
H -5.10 0.36 -0.83 0.29
C 3.49 -2.11 -5.27 -0.65
C 2.99 -3.07 -4.40 -0.84
C 2.45 -2.69 -3.18 -0.47
C 2.45 -1.34 -2.81 0.16
C 2.93 -0.38 -3.70 0.12
C 3.44 -0.77 -4.93 -0.91
N 1.88 -0.98 -1.57 0.15
C 2.46 0.00 -0.83 0.35
C 3.80 0.41 -1.00 -0.08
C 4.30 1.47 -0.27 -1.10
C 3.50 2.14 0.65 -1.37
C 2.19 1.70 0.88 -0.65
C 1.69 0.63 0.18 1.60
H 3.91 -2.41 -6.22 0.43
H 3.02 -4.12 -4.66 0.46
H 2.07 -3.43 -2.49 0.51
H 2.87 0.67 -3.44 0.59
H 3.80 -0.02 -5.62 0.45
H 4.44 -0.13 -1.68 0.62
H 5.33 1.77 -0.41 0.47
H 3.90 2.98 1.20 0.57
H 1.58 2.21 1.61 0.54
H 0.68 0.28 0.35 -0.99
N -0.27 -1.41 -5.03 -0.08
C -0.89 -1.07 -4.11 -0.21
H 0.28 -1.70 -5.81 0.27
Se -1.12 -5.49 2.01 0.31
N -2.61 -5.89 1.15 -0.75
C -2.70 -5.04 0.14 0.70
C -3.75 -5.03 -0.83 -0.45
C -3.68 -4.10 -1.81 -0.97
C -2.59 -3.18 -1.85 0.04
N -1.60 -3.16 -0.99 -0.19
C -1.63 -4.09 0.02 0.50
N -0.68 -4.15 0.93 -0.37
H -4.56 -5.75 -0.76 0.49
H -4.44 -4.03 -2.58 0.47
H -2.55 -2.42 -2.63 0.37
```